C65H74ClIrN4O3P3S2 | ωB97M-V/def2-TZVPD

As for the expectation value of S²: 0.755. The gap between HOMO and LUMO (spin up / spin down) is 3.86 / 3.85 eV. The energy above the lowest of the compared OMol25 structures with the same formula, charge and spin comes out at 0.761 eV. Its LUMO energy (spin up / spin down) is -7.2 / -7.2 eV.

```
! RIJCOSX wB97M-V def2-TZVPD def2/J DEFGRID3
* xyz 2 2
H -0.9386 7.2737 3.2048
H -5.5114 2.3894 -2.3994
C -0.3740 -3.8952 -1.5567
C -3.1031 -2.9641 2.1370
H 2.9214 -1.7198 -0.0133
H 1.6161 2.5665 -2.4101
C 1.3935 -5.1191 -0.4048
H -1.6401 5.1993 -4.3736
H -4.8790 -2.8215 -0.8021
C 0.1283 4.1691 2.3692
H -1.7867 -2.6587 -2.5798
C -2.9539 0.7984 3.6963
N 1.4279 0.3565 1.2622
C 2.6652 1.2613 2.8962
H -3.2205 2.1272 -3.0203
N -0.5413 3.5097 -3.6966
H -0.9070 2.0823 -6.6593
N -0.1177 4.7449 -1.3767
H -1.0395 -1.1810 6.8945
H -6.0631 -1.2222 -5.7079
C -0.5529 2.2867 -4.5149
H 3.0466 4.0314 -3.8222
C -1.0932 3.5800 2.0450
H -3.4065 -4.1598 0.3748
C -4.8043 3.0437 -1.8909
C 4.8606 1.1780 -3.9489
H -1.8035 -3.8792 3.6482
C 2.5860 -2.8244 -2.5266
P -0.9234 3.4920 -2.0744
C -2.2479 4.3592 2.0821
C 0.0556 1.2628 3.0737
C -4.4466 -2.3190 0.0576
P -1.1183 1.7694 1.7509
C -0.9177 -2.6962 -1.9357
H 3.1179 -4.7320 -3.3454
C -4.3072 -0.8463 -4.5417
C 3.5357 0.7099 1.9407
H 0.4121 4.1152 -6.3266
H -5.2238 -2.1499 0.8050
C 3.3339 3.0041 -3.6332
H -5.5248 5.0894 -2.2717
H -5.0981 3.1359 -0.8416
C -3.3625 4.9468 -2.0085
C -1.1768 2.7351 -5.8306
H 1.3072 -7.2627 -0.5699
H -6.6484 -1.0268 -1.4703
C -0.7861 -1.8595 4.8826
H -4.6704 4.3261 -3.6206
C -6.5062 -1.1589 -3.6102
C -2.7559 1.3531 2.4345
C 2.5058 -3.8470 -3.4657
C -0.3311 -1.3899 6.1036
C -4.2381 0.5598 4.1646
H -2.2663 2.7678 -5.7469
C -0.6207 4.1539 -5.9772
H -0.4820 -1.7448 -1.6189
H 4.6137 0.6944 1.9645
H 2.9324 1.7599 3.8148
H 5.1255 3.1258 -4.8065
H -7.5611 -1.3544 -3.7471
H 1.3710 -0.8166 7.2711
C 3.0684 -0.6564 -0.2448
C 0.7610 6.9512 -1.2604
C 4.0654 0.3692 -3.1571
H -4.3784 0.1374 5.1516
C -5.6617 -1.0912 -4.7121
C -3.2759 -3.1035 0.6245
C -5.1535 1.4410 2.1308
H -2.9042 5.6480 -2.7036
H -0.3251 0.3164 3.4584
C 1.3547 4.6459 -1.3900
H -6.0092 1.7064 1.5218
H 4.0948 -0.5053 -0.5723
C 1.8132 -1.6778 -2.6747
C -5.9949 -0.9861 -2.3343
C 1.8227 5.9601 -0.7813
H 0.0993 1.9924 3.8797
H -2.1141 0.5652 4.3351
C -0.6816 4.6992 -4.5481
C 1.9382 -1.4465 5.3019
C -3.3738 2.5383 -2.0123
H -1.2379 6.4734 -1.9629
H 4.3562 -0.6602 -2.9904
P 1.8497 -0.2211 -1.5631
C -0.5382 6.1452 -1.1957
H 1.7990 5.8966 0.2998
C -0.9769 6.2495 2.8586
H -1.1968 4.7646 -6.6691
H 2.8274 6.2239 -1.1064
O -0.5174 2.1536 -1.5580
H -1.0192 6.2542 -0.2194
H -2.7273 -0.5088 -3.1044
C -4.6306 -0.7756 -2.1759
C 1.6590 -3.7360 -4.5581
H -3.7174 2.0963 0.6708
H -3.1032 1.7725 -1.2897
H 1.6777 3.7686 -0.8246
H 1.1268 5.9163 3.0981
H 1.0426 3.5888 2.3110
S -3.9737 -0.6001 -0.5043
C 2.7348 0.1521 0.9524
H 0.2242 -2.5001 -5.5668
C 1.0275 -1.1837 6.3135
O -0.9092 -1.3260 1.6136
H -3.0943 6.2723 2.5323
C 0.8828 -2.5948 -4.7130
H 1.6095 -4.5324 -5.2885
H -0.7643 -7.2756 -1.9240
H 0.3560 -0.6787 -3.8920
H 3.2627 -2.9367 -1.6890
Cl -2.4101 -5.1979 -2.8265
C 0.1349 -2.1306 3.8784
H 1.7302 4.5663 -2.4169
C 2.8937 0.8785 -2.5952
H -3.9541 -3.4201 2.6474
H 5.7656 0.7789 -4.3870
C 2.5324 2.1934 -2.8410
C -3.7834 -0.6896 -3.2653
Ir -0.2871 0.2433 -0.1209
H 1.2209 -2.9884 -0.4346
H -6.3413 0.7069 3.7579
C 1.4923 -1.9243 4.0796
C -5.3405 0.8813 3.3853
N -2.5463 3.7372 -1.7922
H 2.2863 -5.1299 0.2056
C 4.4980 2.4996 -4.1867
H -1.6533 -4.5725 2.0297
H 0.9654 7.2561 -2.2886
C -3.8693 1.6641 1.6558
H 0.7102 7.8439 -0.6395
H -3.2104 3.9347 1.8393
H -3.0802 -1.9035 2.4027
H -3.5010 5.4595 -1.0519
C -2.1864 5.6851 2.4838
H -3.6573 -0.7853 -5.4048
C 0.1800 5.4869 2.7967
C -1.8177 -3.6473 2.5866
H 0.1169 5.4177 -4.3447
C 1.3721 1.0166 2.4490
S -0.3430 -2.5935 2.2077
H -2.3661 -2.7535 0.1352
C -0.3285 -6.3390 -1.6050
H -1.8477 -1.9999 4.7199
C -0.9366 -5.1571 -1.9440
C 0.8390 -6.3253 -0.8395
C 0.8038 -3.9345 -0.7528
C 0.9582 -1.5757 -3.7755
H 0.4729 1.9455 -4.6886
H -1.0945 1.4864 -4.0082
H 2.1914 -2.1270 3.2764
C -4.7011 4.4285 -2.5337
O -2.4852 -0.5424 -0.6977
H 2.9936 -1.2753 5.4616
*
```